This record from the Open Molecules 2025 dataset describes C26H30F5N6SbScSe5 as an isolated structure. The level of theory is wB97M-V/def2-TZVPD.

Computed properties:
Electronic energy ... -14844.95528 Eh
Highest occupied orbital energy ... -3.599 eV
Lowest unoccupied orbital energy ... 1.543 eV
Kohn-Sham gap ... 5.14 eV
Relative energy (zero: lowest compared OMol25 entry of this formula, charge and spin) ... 53.9 kcal/mol

Geometry as ORCA input:
```
! wB97M-V def2-TZVPD RIJCOSX def2/J DEFGRID3
* xyz -1 1
Sc 0.48984 0.04872 1.34966
C -3.18992 -2.22885 2.50195
N -1.94950 -2.87154 2.11580
C -1.87769 -4.30148 2.34155
C -1.01519 -2.20363 1.41266
N -1.20333 -1.15940 0.66087
C -2.35008 -0.89603 -0.10717
C -3.09572 -1.95110 -0.58488
C -4.16372 -1.75955 -1.47262
C -4.45105 -0.50475 -1.91581
C -3.68581 0.60613 -1.48928
C -3.94608 1.87607 -2.05266
C -3.17220 2.94674 -1.72472
C -2.16169 2.80973 -0.76442
C -1.91679 1.61105 -0.13782
N -0.93356 1.59836 0.87862
C -0.83848 2.60897 1.71476
N -1.90993 3.27747 2.20529
C -3.22634 2.67507 2.22180
C -1.87036 4.71553 2.39143
N 0.39832 2.91138 2.22128
C 1.53785 3.21212 1.33519
C 0.54006 3.37691 3.58923
C -2.63383 0.43891 -0.53874
N 0.34747 -2.51995 1.57908
C 1.04391 -3.06354 0.40136
C 0.81355 -3.08015 2.84556
H -3.41610 -2.51203 3.53130
H -4.02050 -2.51400 1.85050
H -3.07064 -1.14950 2.45698
H -2.75865 -4.78126 1.90643
H -1.84846 -4.52952 3.40965
H -0.99755 -4.71804 1.85974
H -2.80986 -2.96066 -0.31429
H -4.72370 -2.61603 -1.82616
H -5.24480 -0.33541 -2.63292
H -4.73827 1.96123 -2.78629
H -3.31253 3.90436 -2.20874
H -1.51795 3.64826 -0.53954
H -3.13108 1.59145 2.23694
H -3.81950 2.96006 1.34785
H -3.74165 2.99592 3.12947
H -0.88360 5.09759 2.14446
H -2.11853 4.98934 3.41999
H -2.59035 5.18688 1.71629
H 2.40268 2.59035 1.56914
H 1.81730 4.26203 1.45831
H 1.25669 3.04731 0.29658
H -0.30687 3.04758 4.18541
H 0.64182 4.46569 3.64838
H 1.44767 2.93913 4.01036
H 0.62902 -2.62540 -0.50265
H 0.95938 -4.15698 0.37772
H 2.09297 -2.77728 0.43273
H 0.21300 -2.68892 3.66391
H 1.85096 -2.77733 2.98763
H 0.79068 -4.17441 2.85299
F 4.63811 -0.33659 6.99057
C 3.48045 -0.25243 6.33345
C 3.45735 -0.27609 4.95190
F 4.59288 -0.38663 4.26678
C 2.24410 -0.19038 4.29816
F 2.28196 -0.22190 2.93540
C 1.02596 -0.08523 4.95335
Se -0.61715 0.02149 4.03285
C 1.09131 -0.06365 6.34417
F -0.02966 0.03525 7.06446
C 2.29001 -0.14464 7.02865
F 2.30825 -0.12247 8.36340
Se 4.50242 3.17739 -1.31809
Sb 2.59453 2.27649 -2.43370
Se 1.89252 0.22307 -0.54256
Se 0.63344 3.71388 -2.37099
Se 2.79894 0.94588 -4.40391
*
```

Atom charges from the Löwdin analysis, given in e for atoms 1 to 6: number 1, Sc, carries 0.361; number 2, C, carries -0.042; number 3, N, carries -0.130; number 4, C, carries -0.034; number 5, C, carries -0.441; number 6, N, carries 0.060